ORCA calculation (wB97M-V/def2-TZVPD) on C39H53CsN3O2S4 as an isolated structure.

Last column: Mulliken charge in e.
Cartesian coordinates (Å):
Cs -1.29277 0.65270 -1.99757  1.3175
C 2.87657 -0.18279 1.42579  -1.0223
C 2.12615 0.02474 2.73341  -1.0600
S 0.39911 0.47877 2.43892  0.3801
C -0.00847 1.11133 4.08400  -0.9519
C 0.52671 2.51113 4.38502  -0.8710
S -0.27495 3.76538 3.34359  -0.1205
C 1.06969 4.94139 3.03722  -0.5824
C 0.97324 5.52455 1.62990  -0.9625
S 1.24817 4.37806 0.25527  0.0330
C 2.96695 3.89769 0.57375  -1.1240
C 3.11492 2.59581 1.35682  0.2882
S 2.81142 1.19913 0.25556  0.1848
H 2.45146 -1.02059 0.86997  0.3810
H 3.91705 -0.42651 1.65026  0.4807
H 2.61033 0.80403 3.32368  0.4145
H 2.16814 -0.90025 3.31323  0.5325
H 0.35885 0.41256 4.83902  0.5053
H -1.09642 1.09647 4.14101  0.3743
H 1.60210 2.55959 4.20450  0.4109
H 0.35848 2.74579 5.43763  0.5185
H 2.02463 4.43403 3.17929  0.2916
H 1.02190 5.75603 3.76248  0.4847
H 1.67105 6.36016 1.53821  0.5211
H -0.02948 5.92098 1.45673  0.3780
H 3.45198 4.71767 1.10790  0.4609
H 3.45613 3.81465 -0.39815  0.5351
H 2.37502 2.56825 2.15565  -0.7215
H 4.11930 2.52270 1.78427  0.3666
C -6.44994 -1.97182 -2.64507  -1.6078
C -5.75136 -2.03713 -1.28523  0.9438
C -6.37617 -3.11104 -0.39162  -1.6202
C -5.74394 -0.69128 -0.58639  0.7479
C -6.94450 -0.02435 -0.38741  0.0177
C -6.99305 1.21622 0.23003  -1.7368
C -5.81117 1.78965 0.66378  -0.0683
C -4.58779 1.14899 0.49529  0.6918
C -3.34385 1.79916 1.07236  1.8024
C -3.43168 1.82592 2.60026  -1.0201
C -3.09558 3.20602 0.52489  -1.4070
C -4.53535 -0.10653 -0.14302  -1.9067
N -3.31136 -0.70722 -0.44493  0.9970
C -2.96586 -1.83447 0.15057  -0.6028
O -3.50286 -2.40710 1.11705  -0.8386
C -1.76111 -2.56126 -0.47698  0.0980
C -1.32604 -3.75123 0.09687  -0.4532
C -0.33035 -4.47591 -0.54103  -0.7185
C 0.20062 -4.01482 -1.73485  -0.5352
C -0.24875 -2.79623 -2.23120  -0.5282
N -1.20537 -2.11063 -1.60478  0.6590
C 0.27223 -2.27814 -3.57842  -0.1371
O 0.52193 -3.14521 -4.43604  -0.7871
N 0.39042 -0.96493 -3.65120  0.1661
C 0.58104 -0.30678 -4.86874  -0.6224
C 1.83349 0.22966 -5.23352  0.7497
C 1.94051 1.00147 -6.38530  -0.9262
C 0.84910 1.25540 -7.20092  -1.4222
C -0.38038 0.72609 -6.84851  -0.3764
C -0.53599 -0.03838 -5.69752  1.0050
C -1.89901 -0.63711 -5.39264  1.4560
C -2.10805 -1.91223 -6.21619  -1.6056
C -3.05505 0.34472 -5.59004  -1.5883
C 3.09314 -0.01180 -4.42464  0.6449
C 2.99322 0.53447 -3.00208  -1.3521
C 3.52108 -1.48154 -4.42186  -1.3360
H -6.36838 -2.93172 -3.16048  0.4462
H -5.99903 -1.20462 -3.27789  0.3565
H -7.51260 -1.73927 -2.54098  0.3006
H -4.71453 -2.31730 -1.46814  -0.0391
H -7.42524 -2.87982 -0.18331  0.3235
H -5.83031 -3.16641 0.54989  0.3622
H -6.33460 -4.08978 -0.87733  0.4266
H -7.86716 -0.48467 -0.72489  0.2736
H -7.93849 1.72516 0.37404  0.3586
H -5.83946 2.75480 1.15971  0.3113
H -2.49156 1.17229 0.80672  -0.3484
H -4.30949 2.38806 2.92823  0.3483
H -2.55206 2.31306 3.02363  -0.0993
H -3.51299 0.81127 2.99456  0.3344
H -3.88195 3.89910 0.83515  0.3035
H -3.07498 3.21130 -0.56788  0.4377
H -2.14216 3.59373 0.89264  0.0702
H -1.79949 -4.08696 1.00828  0.5073
H 0.01232 -5.41438 -0.11979  0.4095
H 0.93545 -4.57264 -2.29873  0.5431
H 2.91262 1.40307 -6.65334  0.3392
H 0.95800 1.85201 -8.09845  0.3669
H -1.23927 0.91058 -7.48372  0.2715
H -1.91360 -0.94313 -4.34433  -0.2189
H -2.12145 -1.67831 -7.28493  0.3621
H -3.05681 -2.38946 -5.95646  0.3849
H -1.29841 -2.61668 -6.02449  0.3560
H -3.20138 0.59932 -6.64192  0.3517
H -2.88485 1.27848 -5.04700  0.3782
H -3.98568 -0.09697 -5.22731  0.2262
H 3.88671 0.55056 -4.93008  0.4489
H 2.24726 -0.02265 -2.43496  0.0938
H 2.70842 1.59022 -2.99939  0.3840
H 3.95317 0.44032 -2.48865  0.4884
H 2.76276 -2.11391 -3.96540  0.1178
H 4.45864 -1.59887 -3.87033  0.4344
H 3.67232 -1.84018 -5.44126  0.3630

Properties
* charge: -1
* DFT total energy: -3445.689069 hartree
* molecular weight: 857.0 g mol⁻¹